ORCA calculation (wB97M-V/def2-TZVPD) on a 3-piece molecular cluster, C25H41FN2O7 overall.

Last column: Löwdin charge in e.
Atoms and positions in Å:
C1 -1.060 -1.782 4.895  -0.027
C2 -1.002 -3.087 4.072  -0.373
F1 -0.983 -4.130 4.991  -0.025
C3 -2.123 -3.191 3.039  -0.088
C4 -3.503 -3.127 3.675  -0.210
C5 -3.881 -4.051 4.628  -0.007
C6 -5.111 -3.993 5.247  0.012
C7 -5.959 -2.986 4.880  -0.108
C8 -5.633 -2.063 3.906  -0.088
C9 -4.397 -2.150 3.314  0.034
C10 -6.646 -1.010 3.535  -0.241
O1 -6.341 0.082 3.104  0.140
C11 -8.088 -1.444 3.734  -0.225
O2 -9.057 -0.905 2.932  0.065
C12 -8.409 -2.329 4.676  0.085
C13 -7.314 -2.847 5.548  -0.313
O3 -7.447 -3.109 6.726  0.111
H1 -1.923 -1.802 5.569  0.083
H2 -1.153 -0.902 4.254  0.080
H3 -0.154 -1.751 5.504  0.081
H4 -0.049 -3.083 3.528  0.135
H5 -2.054 -2.282 2.428  0.114
H6 -2.011 -4.046 2.367  0.127
H7 -3.202 -4.845 4.916  0.120
H8 -5.405 -4.717 5.997  0.129
H9 -4.117 -1.428 2.550  0.134
H10 -9.476 -1.582 2.394  0.118
H11 -9.442 -2.642 4.785  0.136
C14 3.552 -1.749 1.509  -0.112
O4 2.158 -1.535 1.647  -0.205
C15 1.792 -0.158 1.656  -0.215
C16 0.979 0.182 0.423  -0.214
N1 1.809 0.154 -0.775  -0.049
C17 1.052 0.256 -2.023  -0.200
C18 0.119 -0.900 -2.377  -0.224
O5 0.789 -2.117 -2.654  -0.174
C19 1.047 -2.933 -1.526  -0.100
H12 3.735 -2.817 1.615  0.089
H13 3.907 -1.435 0.522  0.080
H14 4.110 -1.220 2.287  0.089
H15 2.664 0.495 1.749  0.122
H16 1.165 -0.007 2.541  0.115
H17 0.549 1.181 0.540  0.124
H18 0.156 -0.543 0.357  0.103
H19 2.331 -0.712 -0.789  0.070
H20 1.788 0.347 -2.827  0.111
H21 0.480 1.189 -2.015  0.119
H22 -0.392 -0.626 -3.304  0.122
H23 -0.668 -1.049 -1.628  0.110
H24 0.280 -2.826 -0.755  0.085
H25 2.032 -2.717 -1.103  0.072
H26 1.057 -3.971 -1.861  0.088
C20 3.165 4.341 -1.732  -0.114
O6 4.368 4.090 -2.435  -0.195
C21 4.506 2.736 -2.854  -0.213
C22 4.462 2.641 -4.365  -0.213
N2 3.122 2.928 -4.867  -0.051
C23 3.051 3.070 -6.320  -0.201
C24 3.777 4.258 -6.948  -0.229
O7 3.226 5.516 -6.604  -0.178
C25 3.736 6.091 -5.413  -0.099
H27 3.198 5.368 -1.372  0.087
H28 2.293 4.232 -2.386  0.079
H29 3.065 3.672 -0.872  0.085
H30 3.751 2.092 -2.392  0.107
H31 5.488 2.397 -2.509  0.122
H32 4.753 1.633 -4.672  0.123
H33 5.200 3.350 -4.765  0.106
H34 2.794 3.787 -4.446  0.068
H35 1.992 3.158 -6.575  0.117
H36 3.410 2.146 -6.784  0.117
H37 3.657 4.170 -8.032  0.120
H38 4.856 4.239 -6.760  0.110
H39 4.778 5.815 -5.235  0.089
H40 3.125 5.809 -4.550  0.071
H41 3.676 7.175 -5.513  0.087

## Properties
Energy = -1713.1303 Eh
Charge = 0
Highest occupied orbital energy = -8.69 eV

ORCA calculation (wB97M-V/def2-TZVPD) on C26H46BN6O2S3SeSiW as an isolated structure.

Last column: Löwdin charge in e.
Atoms and positions in Å:
W1 -0.635 0.031 0.846  0.750
C1 -5.620 0.635 -1.936  -0.038
C2 -4.902 1.984 -1.908  -0.539
C3 -4.937 2.645 -0.531  -0.033
C4 -5.597 2.909 -2.906  -0.052
N1 -3.467 1.810 -2.334  0.018
C5 -2.910 2.448 -3.428  -0.015
C6 -1.614 2.098 -3.481  -0.027
N2 -1.350 1.250 -2.422  0.037
B1 0.138 0.798 -2.273  -0.578
N3 1.056 1.904 -1.753  0.022
C7 2.263 2.259 -2.323  -0.021
C8 2.796 3.239 -1.569  -0.012
N4 1.916 3.488 -0.523  0.026
C9 0.870 2.655 -0.659  -0.653
S1 -0.519 2.480 0.341  0.636
C10 2.149 4.456 0.600  -0.537
C11 2.254 3.671 1.908  -0.044
C12 1.009 5.471 0.630  -0.031
C13 3.462 5.192 0.350  -0.045
N5 0.224 -0.533 -1.405  -0.060
C14 -0.291 -1.631 -2.104  -0.050
C15 0.461 -2.695 -1.813  -0.001
N6 1.453 -2.301 -0.922  0.036
C16 1.279 -1.003 -0.643  -0.660
S2 1.880 -0.064 0.681  0.723
C17 2.446 -3.256 -0.316  -0.523
C18 3.831 -2.609 -0.342  -0.035
C19 2.476 -4.530 -1.158  -0.035
C20 1.991 -3.586 1.099  -0.017
C21 -2.496 1.086 -1.727  -0.611
S3 -2.788 0.090 -0.324  0.694
H1 -6.673 0.796 -1.704  0.096
H2 -5.222 -0.069 -1.212  0.036
H3 -5.557 0.192 -2.931  0.097
H4 -5.977 2.819 -0.253  0.097
H5 -4.427 3.609 -0.563  0.096
H6 -4.477 2.031 0.238  0.044
H7 -6.632 3.015 -2.588  0.098
H8 -5.604 2.495 -3.915  0.093
H9 -5.155 3.906 -2.920  0.092
H10 -3.476 3.080 -4.083  0.119
H11 -0.849 2.371 -4.186  0.132
H12 0.531 0.522 -3.373  0.133
H13 2.628 1.785 -3.217  0.131
H14 3.713 3.781 -1.693  0.120
H15 1.323 3.159 2.150  0.040
H16 2.486 4.362 2.719  0.100
H17 3.059 2.936 1.844  0.090
H18 0.052 5.006 0.855  0.043
H19 0.936 5.992 -0.326  0.097
H20 1.216 6.210 1.405  0.097
H21 4.318 4.516 0.348  0.092
H22 3.607 5.902 1.163  0.098
H23 3.442 5.758 -0.582  0.094
H24 -1.126 -1.527 -2.774  0.141
H25 0.370 -3.708 -2.151  0.132
H26 4.056 -2.216 -1.335  0.097
H27 4.580 -3.362 -0.099  0.095
H28 3.916 -1.804 0.384  0.046
H29 2.728 -4.330 -2.202  0.100
H30 1.535 -5.075 -1.103  0.089
H31 3.250 -5.176 -0.748  0.098
H32 1.917 -2.681 1.700  0.032
H33 2.721 -4.251 1.563  0.105
H34 1.019 -4.081 1.083  0.087
C22 -0.667 -0.392 6.164  -0.227
Si1 0.363 -0.013 4.661  0.187
C23 1.339 -1.486 4.117  -0.217
C24 1.484 1.446 4.958  -0.215
Se1 -1.231 0.726 3.123  0.359
H35 -0.029 -0.658 7.012  0.040
H36 -1.345 -1.227 5.976  0.034
H37 -1.268 0.472 6.454  0.034
H38 1.970 -1.843 4.935  0.048
H39 1.987 -1.220 3.281  -0.016
H40 0.682 -2.302 3.811  0.038
H41 2.186 1.233 5.769  0.042
H42 0.909 2.333 5.231  0.038
H43 2.064 1.682 4.063  0.012
C25 -2.967 -2.728 1.666  -0.006
C26 -1.716 -2.923 0.852  -0.621
O1 -1.484 -3.925 0.228  0.092
O2 -0.812 -1.928 0.898  -0.335
H44 -2.978 -3.479 2.458  0.098
H45 -3.833 -2.913 1.033  0.093
H46 -3.025 -1.739 2.114  0.038

## Properties
Energy above the lowest of the compared OMol25 structures with the same formula, charge and spin = 0.00 kJ/mol
Spin multiplicity = 3
Energy = -5474.8744 Eh
Charge = +1
Highest occupied orbital energy (alpha / beta) = -9.97 / -10.72 eV

ORCA calculation (wB97M-V/def2-TZVPD) on the molecule C5H4N2O.

Last column: Löwdin charge in e.
Atoms and positions in Å:
C1 0.827 0.589 0.112  -0.357
C2 1.105 1.293 -1.200  -0.128
C3 -0.370 -0.406 -0.173  -0.239
C4 -0.458 -1.731 0.275  0.091
C5 -1.758 0.161 -0.268  -0.092
H1 1.173 1.960 1.195  0.044
H2 1.579 -0.191 0.106  0.139
H3 -1.304 -2.388 0.037  0.065
H4 0.176 -2.553 0.912  0.134
N1 1.607 1.892 -2.089  0.156
N2 -3.079 -0.008 -0.102  0.104
O1 0.501 1.381 1.197  0.085

## Properties
Energy above the lowest of the compared OMol25 structures with the same formula, charge and spin = 477.44 kJ/mol
Energy = -377.4822 Eh
Charge = 0
Highest occupied orbital energy = -10.25 eV

ORCA calculation (wB97M-V/def2-TZVPD) on the molecule C5H4N2.

Last column: Löwdin charge in e.
Atoms and positions in Å:
C1 -0.175 -0.123 -2.414  0.137
C2 0.312 -0.085 -1.318  -0.123
C3 0.118 -1.306 0.572  0.040
C4 0.842 -0.093 0.056  -0.360
N1 0.301 1.038 0.824  0.002
N2 -0.705 0.659 1.538  0.083
C5 -0.846 -0.670 1.388  -0.198
H1 -0.621 -0.198 -3.382  0.035
H2 1.936 -0.106 0.080  0.149
H3 0.508 2.024 0.747  0.155
H4 -1.669 -1.142 1.909  0.080

## Properties
Energy above the lowest of the compared OMol25 structures with the same formula, charge and spin = 541.44 kJ/mol
Energy = -302.2221 Eh
Charge = 0
Highest occupied orbital energy = -8.71 eV

ORCA calculation (wB97M-V/def2-TZVPD) on the molecule C23H25N5.

Last column: Löwdin charge in e.
Atoms and positions in Å:
C1 -2.636 4.642 -0.451  -0.104
H1 -3.388 3.897 -0.504  0.025
H2 -2.812 5.247 0.475  0.082
H3 -3.014 5.321 -1.328  0.093
C2 -1.240 4.108 -1.031  -0.045
N1 -0.660 3.236 0.271  -0.131
C3 -1.085 1.868 0.382  -0.147
H4 -0.666 1.161 -0.091  0.036
C4 -1.768 1.545 1.739  -0.182
N2 -1.760 0.232 1.980  -0.174
C5 -2.743 -0.735 1.589  -0.046
C6 -2.485 -2.029 2.001  0.002
C7 -1.278 -1.664 2.721  -0.194
N3 -1.047 -0.354 3.010  0.113
H5 -0.923 -2.370 3.497  0.107
H6 -2.706 -2.910 1.853  0.004
H7 -3.159 -0.362 0.604  0.133
H8 -2.539 2.070 2.060  0.080
H9 -1.048 2.085 2.475  0.159
H10 -2.129 1.859 -0.188  0.153
C8 0.628 3.293 0.402  -0.369
C9 1.522 2.976 -0.579  -0.136
C10 1.756 1.874 -1.277  -0.195
N4 2.538 2.172 -2.369  0.042
N5 2.303 3.496 -2.746  0.031
C11 1.972 4.135 -1.638  -0.012
H11 2.100 5.118 -1.640  0.049
H12 2.723 1.621 -3.129  0.095
C12 1.680 0.396 -1.010  -0.142
C13 1.764 0.009 0.243  -0.026
C14 1.384 -1.364 0.519  0.104
C15 1.141 -2.318 -0.649  -0.191
C16 1.064 -1.737 -1.802  -0.112
C17 1.341 -0.462 -2.202  0.071
H13 1.188 -0.100 -3.150  0.083
H14 0.697 -2.387 -2.488  0.094
C18 0.920 -3.700 -0.402  -0.100
C19 1.734 -4.619 -0.943  -0.079
C20 1.399 -6.017 -0.855  -0.032
C21 0.708 -6.525 0.396  0.004
C22 0.363 -5.400 1.155  -0.253
C23 0.472 -4.248 1.095  -0.011
H15 -0.014 -3.514 1.533  0.032
H16 -0.212 -5.875 1.909  0.116
H17 0.524 -7.595 0.422  0.095
H18 1.873 -6.577 -1.654  0.081
H19 2.228 -4.246 -2.074  0.181
H20 1.736 -1.608 1.407  0.056
H21 1.808 0.655 1.011  0.076
H22 0.935 2.538 1.363  0.181
H23 0.856 4.387 0.797  0.163
H24 -1.305 3.610 -1.780  -0.005
H25 -0.742 5.164 -0.930  0.145

## Properties
Energy above the lowest of the compared OMol25 structures with the same formula, charge and spin = 1808.11 kJ/mol
Energy = -1164.5557 Eh
Charge = 0
Highest occupied orbital energy = -8.15 eV

charge of number 2 (C26H46BN6O2S3SeSiW)? +1

Which value of energy does entry 1 give? -1713.1303 Eh

Which value of charge does entry 3 give? 0

charge of number 5 (C23H25N5)? 0